[1]
Here is a cluster of 3 separate species, C4H14NO3 in total in a non-equilibrium geometry from the OMol25 dataset. Energies are from the ωB97M-V functional and the def2-TZVPD basis.

Positions of all 22 atoms, in Å:
C (0.38, -1.13, 0.82)
C (-0.24, -1.10, -0.60)
C (-1.68, -0.56, -0.78)
C (-1.95, 0.07, -2.17)
O (-1.14, 0.89, -2.50)
N (1.18, 0.16, 0.89)
H (-0.39, -1.09, 1.57)
H (0.89, -2.02, 1.11)
H (0.40, -0.45, -1.30)
H (-0.05, -2.04, -1.14)
H (-2.46, -1.13, -0.30)
H (-1.67, 0.41, -0.18)
H (-2.98, -0.25, -2.54)
H (0.47, 0.81, 1.21)
H (1.57, 0.28, 0.01)
H (1.81, 0.14, 1.77)
H (2.36, 1.51, -1.98)
H (2.49, -0.07, -2.24)
O (2.33, 0.62, -1.60)
H (0.19, 2.05, 3.60)
H (-1.20, 1.46, 3.31)
O (-0.31, 1.44, 3.04)

Computed properties:
Net charge: +1
Relative energy (zero: lowest compared OMol25 entry of this formula, charge and spin) in kJ/mol: 143.1
Electronic energy in Eh: -441.0039


[2]
Here is a structure of composition C6H8AlBiCl2N2O3S in a non-equilibrium geometry from the OMol25 dataset. Energies are from the ωB97M-V functional and the def2-TZVPD basis.

Positions of all 24 atoms, in Å:
Bi (1.86, 1.20, -4.78)
Al (0.08, -0.43, -1.82)
Cl (0.08, -1.73, -3.48)
Cl (0.14, 1.64, -2.23)
C (1.05, -0.08, 0.10)
C (1.75, 0.21, -7.09)
C (3.56, 2.02, -6.33)
O (1.05, 0.37, 1.17)
O (2.10, -0.30, -8.08)
O (4.35, 2.24, -7.12)
C (-3.48, 0.42, 3.01)
N (-2.52, 0.39, 1.87)
C (-1.93, -0.74, 1.43)
S (-1.68, -0.91, -0.31)
N (-1.77, -1.79, 2.26)
C (-1.47, -1.64, 3.69)
H (-3.70, -0.60, 3.38)
H (-4.43, 0.90, 2.73)
H (-3.02, 1.03, 3.81)
H (-2.61, 1.15, 1.16)
H (-1.44, -2.64, 1.80)
H (-2.11, -2.27, 4.29)
H (-0.44, -1.95, 3.86)
H (-1.57, -0.60, 3.99)

Computed properties:
Net charge: +4
Relative energy (zero: lowest compared OMol25 entry of this formula, charge and spin) in kJ/mol: 0.0
Electronic energy in Eh: -2342.5914


[3]
Here is a cluster of 2 separate species, C5H14 in total in a non-equilibrium geometry from the OMol25 dataset. Energies are from the ωB97M-V functional and the def2-TZVPD basis.

Positions of all 19 atoms, in Å:
C (-1.85, 0.42, 0.37)
C (-2.02, -0.96, -0.26)
C (-0.67, -1.75, -0.36)
H (-1.01, 0.41, 1.07)
H (-2.80, 0.79, 0.75)
H (-1.60, 1.22, -0.34)
H (-2.68, -1.55, 0.37)
H (-2.54, -0.87, -1.21)
H (0.12, -1.06, -0.08)
H (-0.84, -2.54, 0.38)
H (-0.42, -2.25, -1.29)
C (2.39, 0.38, 0.16)
C (1.92, 1.82, 0.03)
H (2.06, -0.05, 1.11)
H (1.87, -0.25, -0.56)
H (3.47, 0.26, 0.08)
H (2.72, 2.49, -0.30)
H (1.41, 2.23, 0.90)
H (1.15, 1.94, -0.75)

Computed properties:
Relative energy (zero: lowest compared OMol25 entry of this formula, charge and spin) in kJ/mol: 59.2
Electronic energy in Eh: -198.8666
SMILES: CCC.CC